No. 1
DFT (ωB97M-V/def2-TZVPD) results for one molecule with the formula C5H5ClF3NO2.

**ΔE to the lowest compared entry with this formula, charge and spin**: 42.13 kcal per mole
**HOMO-LUMO gap (alpha / beta)**: 7.7 / 8.8 eV
**Largest force on an atom**: 5.51 eV/A
**Net charge**: 0

Last column: natural (NBO) charge in e.
Cartesian coordinates (Å):
1 C 0.690 0.061 -0.027  0.69
2 C -1.356 1.259 1.010  -0.33
3 C -0.706 0.010 0.368  -0.01
4 C 2.589 -0.976 -0.750  -0.26
5 C -1.639 -1.084 -0.114  0.93
6 N -1.440 2.213 -0.093  -0.29
7 O 1.349 1.069 0.079  -0.57
8 O 1.232 -1.082 -0.488  -0.49
9 F -1.535 -2.145 0.764  -0.33
10 F -2.927 -0.719 -0.055  -0.32
11 F -1.568 -1.651 -1.367  -0.31
12 Cl -0.168 3.270 -0.313  0.23
13 H -2.401 1.049 1.096  0.25
14 H -0.860 1.746 1.778  0.22
15 H 2.924 -0.187 -1.375  0.21
16 H 2.807 -1.987 -0.896  0.21
17 H 3.010 -0.846 0.384  0.17

No. 2
DFT (ωB97M-V/def2-TZVPD) results for C33H38CoN7O2SSi as an isolated structure.

**ΔE to the lowest compared entry with this formula, charge and spin**: 0.00 kcal per mole
**HOMO-LUMO gap (alpha / beta)**: 8.0 / 5.9 eV
**2S+1**: 5
**Largest force on an atom**: 1.23 eV/A
**Net charge**: +2

Last column: Mulliken charge in e.
Cartesian coordinates (Å):
1 Co -0.035 0.508 0.492  0.44
2 C -2.867 3.331 -1.938  -0.50
3 O -2.817 3.626 -0.523  -0.46
4 C -1.943 2.781 -0.005  -0.03
5 N -1.418 1.883 -0.753  0.23
6 C -2.091 1.995 -2.070  -0.35
7 C -1.254 1.994 -3.325  -0.51
8 C -1.908 1.828 -4.545  -0.23
9 C -1.200 1.879 -5.734  -0.69
10 C 0.172 2.091 -5.717  -0.56
11 C 0.824 2.265 -4.507  -0.67
12 C 0.112 2.224 -3.315  0.52
13 C -1.610 2.881 1.423  0.11
14 C -2.094 3.841 2.298  -0.67
15 C -1.651 3.807 3.614  -0.71
16 C -0.722 2.851 4.004  -0.87
17 C -0.289 1.940 3.053  -0.27
18 N -0.754 1.945 1.808  1.34
19 C 0.799 0.964 3.229  0.38
20 N 1.243 0.315 2.223  0.05
21 C 2.463 -0.381 2.637  -0.35
22 C 2.503 -0.108 4.168  -0.62
23 O 1.413 0.828 4.391  -0.47
24 C 2.484 -1.847 2.276  -0.15
25 C 3.702 -2.473 2.030  -0.61
26 C 3.746 -3.832 1.757  -0.72
27 C 2.572 -4.572 1.715  -0.52
28 C 1.356 -3.949 1.951  -0.69
29 C 1.311 -2.591 2.238  0.21
30 H -2.370 4.139 -2.475  0.36
31 H -3.907 3.281 -2.248  0.37
32 H -2.795 1.157 -2.130  0.27
33 H -2.979 1.651 -4.566  0.43
34 H -1.717 1.756 -6.677  0.44
35 H 0.729 2.132 -6.644  0.43
36 H 1.890 2.454 -4.490  0.44
37 H 0.608 2.376 -2.369  0.24
38 H -2.788 4.592 1.949  0.63
39 H -2.008 4.535 4.329  0.50
40 H -0.326 2.815 5.010  0.66
41 H 3.300 0.115 2.137  0.61
42 H 3.425 0.360 4.499  0.35
43 H 2.319 -1.004 4.759  0.38
44 H 4.623 -1.900 2.053  0.50
45 H 4.696 -4.318 1.579  0.45
46 H 2.606 -5.634 1.513  0.45
47 H 0.440 -4.526 1.917  0.48
48 H 0.365 -2.109 2.448  0.22
49 C -2.334 -0.828 3.985  -1.39
50 C -2.505 -1.313 2.579  0.61
51 C -3.540 -2.237 2.304  -0.80
52 C -3.701 -2.735 1.024  -0.97
53 C -2.803 -2.362 0.045  -0.85
54 C -1.767 -1.462 0.385  0.67
55 N -1.679 -0.910 1.634  0.60
56 N -0.777 -1.078 -0.428  0.59
57 Si -0.301 -1.979 -1.893  -0.43
58 C -0.292 -3.827 -1.540  -0.97
59 C 1.473 -1.409 -2.136  -0.42
60 C -1.409 -1.591 -3.361  -0.82
61 H -2.188 -1.684 4.645  0.40
62 H -3.232 -0.310 4.326  0.49
63 H -1.481 -0.167 4.081  0.02
64 H -4.200 -2.544 3.104  0.57
65 H -4.506 -3.421 0.799  0.49
66 H -2.890 -2.731 -0.967  0.60
67 H 0.421 -4.068 -0.749  0.20
68 H 0.020 -4.355 -2.443  0.43
69 H -1.265 -4.224 -1.250  0.40
70 H 1.920 -1.280 -1.147  -0.45
71 H 1.535 -0.470 -2.690  0.27
72 H 2.051 -2.163 -2.673  0.62
73 H -2.472 -1.613 -3.110  0.33
74 H -1.228 -2.348 -4.127  0.55
75 H -1.176 -0.618 -3.790  0.05
76 N 4.040 0.832 -1.202  -0.32
77 C 3.409 1.990 -1.027  0.88
78 N 3.909 3.073 -1.624  -0.43
79 S 2.044 2.176 -0.024  -0.47
80 H 4.838 0.755 -1.812  0.22
81 H 3.660 -0.012 -0.820  0.09
82 H 4.789 3.055 -2.115  0.20
83 H 3.482 3.966 -1.450  0.22

No. 3
DFT (ωB97M-V/def2-TZVPD) results for one molecule with the formula C5H6O.

**ΔE to the lowest compared entry with this formula, charge and spin**: 65.32 kcal per mole
**HOMO-LUMO gap**: 10.7 eV
**SMILES**: C#CCCC=O
**Largest force on an atom**: 3.43 eV/A
**Net charge**: 0

Last column: natural (NBO) charge in e.
Cartesian coordinates (Å):
1 O -0.631 2.229 -1.429  -0.52
2 C 0.384 1.576 -1.418  0.44
3 C 0.567 0.313 -0.611  -0.51
4 C -0.636 -0.027 0.331  -0.50
5 C -0.440 -1.266 1.038  -0.01
6 C -0.319 -2.026 1.959  -0.27
7 H 1.262 1.884 -2.032  0.11
8 H 1.500 0.390 -0.045  0.24
9 H 0.783 -0.487 -1.360  0.24
10 H -0.775 0.431 1.434  0.29
11 H -1.532 -0.076 -0.325  0.25
12 H -0.164 -2.940 2.458  0.23

No. 4
DFT (ωB97M-V/def2-TZVPD) results for a 3-piece molecular cluster, C4H15NO2S overall.

**ΔE to the lowest compared entry with this formula, charge and spin**: 25.21 kcal per mole
**HOMO-LUMO gap**: 9.4 eV
**SMILES**: NCCCCS.O.O
**Largest force on an atom**: 2.56 eV/A
**Net charge**: 0

Last column: natural (NBO) charge in e.
Cartesian coordinates (Å):
1 C -1.916 0.558 0.265  -0.41
2 C -1.042 -0.563 -0.344  -0.45
3 C -0.508 -0.237 -1.755  -0.56
4 S 0.812 -1.265 -2.339  -0.05
5 C -1.192 1.745 0.833  -0.21
6 N 0.105 2.026 0.174  -0.85
7 H -2.574 0.029 0.953  0.21
8 H -2.619 0.974 -0.463  0.19
9 H -1.728 -1.428 -0.471  0.20
10 H -0.371 -0.982 0.450  0.27
11 H -0.264 0.802 -1.908  0.26
12 H -1.440 -0.379 -2.363  0.21
13 H 0.286 -2.523 -2.223  0.13
14 H -1.074 1.535 1.900  0.16
15 H -1.651 2.727 0.757  0.19
16 H 0.811 1.309 0.274  0.35
17 H 0.485 2.897 0.521  0.36
18 H 2.757 -0.273 0.805  0.47
19 H 3.471 -0.659 -0.366  0.48
20 O 3.521 -0.841 0.588  -0.94
21 H 1.856 -2.078 1.031  0.50
22 H 1.266 -1.614 2.301  0.47
23 O 1.009 -1.760 1.379  -0.95

No. 5
DFT (ωB97M-V/def2-TZVPD) results for one molecule with the formula C15H23NO3.

**ΔE to the lowest compared entry with this formula, charge and spin**: 27.98 kcal per mole
**HOMO-LUMO gap**: 10.2 eV
**SMILES**: CCC1(CC)C(=O)CC(=O)N(C2CCCCC2)C1=O
**Largest force on an atom**: 3.20 eV/A
**Net charge**: 0

Last column: natural (NBO) charge in e.
Cartesian coordinates (Å):
1 O -1.894 -2.066 -1.083  -0.58
2 O 0.719 1.189 0.735  -0.60
3 O -2.563 2.165 -2.515  -0.54
4 C -1.634 -0.893 -0.860  0.69
5 C -0.194 0.809 -0.006  0.73
6 C -2.015 1.411 -1.710  0.62
7 N -0.601 -0.562 0.002  -0.48
8 C -2.656 0.077 -1.366  -0.60
9 C 0.867 1.364 -2.832  -0.62
10 C -2.169 2.822 1.046  -0.62
11 C 2.603 -2.689 2.118  -0.39
12 C 1.180 -2.658 2.706  -0.39
13 C 2.473 -2.837 0.566  -0.39
14 C 0.258 2.417 -1.949  -0.36
15 C -1.199 3.171 -0.072  -0.36
16 C 0.401 -1.470 2.144  -0.42
17 C 1.533 -1.820 -0.099  -0.41
18 C -0.805 1.899 -0.915  -0.28
19 C 0.205 -1.639 0.650  -0.05
20 H -3.122 -0.304 -2.283  0.27
21 H -3.432 0.186 -0.620  0.27
22 H 1.479 1.804 -3.605  0.22
23 H 1.487 0.655 -2.248  0.21
24 H 0.085 0.814 -3.331  0.20
25 H -1.652 2.156 1.754  0.21
26 H -3.092 2.344 0.660  0.20
27 H -2.419 3.750 1.589  0.22
28 H 3.187 -3.558 2.528  0.21
29 H 3.111 -1.782 2.319  0.20
30 H 1.242 -2.594 3.788  0.21
31 H 0.643 -3.621 2.513  0.19
32 H 3.454 -2.725 0.129  0.21
33 H 2.094 -3.832 0.350  0.19
34 H 1.100 2.942 -1.433  0.22
35 H -0.226 3.178 -2.604  0.23
36 H -0.285 3.624 0.333  0.23
37 H -1.686 3.895 -0.731  0.23
38 H -0.548 -1.445 2.663  0.21
39 H 0.957 -0.577 2.391  0.23
40 H 1.365 -2.141 -1.159  0.22
41 H 2.070 -0.854 -0.141  0.21
42 H -0.323 -2.605 0.579  0.24

No. 6
DFT (ωB97M-V/def2-TZVPD) results for a 3-piece molecular cluster, C25H57N4O4PSi overall.

**HOMO-LUMO gap (alpha / beta)**: 8.1 / 8.1 eV
**2S+1**: 3
**Largest force on an atom**: 0.39 eV/A
**Net charge**: 0

Last column: Mulliken charge in e.
Cartesian coordinates (Å):
1 C 8.179 -6.391 -4.461  -1.24
2 C 7.082 -5.373 -4.171  -0.23
3 C 5.778 -6.035 -3.778  -0.60
4 O 4.853 -5.032 -3.404  -0.21
5 C 3.687 -5.530 -2.757  -0.79
6 Si 2.169 -4.469 -3.210  0.33
7 C 0.857 -5.525 -4.060  -0.63
8 C -0.452 -5.659 -3.268  -0.77
9 C -1.405 -6.733 -3.817  -0.49
10 N -2.582 -6.115 -4.436  -0.63
11 P 2.853 -2.749 -4.577  0.17
12 N 1.418 -1.787 -4.356  -0.54
13 O 2.374 -3.354 -6.069  -0.49
14 H 7.947 -6.989 -5.345  0.31
15 H 8.312 -7.080 -3.623  0.33
16 H 9.134 -5.898 -4.638  0.36
17 H 6.906 -4.748 -5.050  0.26
18 H 7.381 -4.704 -3.361  0.28
19 H 5.934 -6.736 -2.945  0.35
20 H 5.377 -6.620 -4.621  0.33
21 H 3.838 -5.555 -1.670  0.35
22 H 3.486 -6.564 -3.067  0.43
23 H 1.565 -3.888 -1.979  -0.23
24 H 0.647 -5.091 -5.044  0.34
25 H 1.279 -6.520 -4.242  0.47
26 H -0.984 -4.704 -3.291  0.37
27 H -0.240 -5.850 -2.214  0.36
28 H -1.758 -7.370 -3.003  0.29
29 H -0.851 -7.380 -4.510  0.32
30 H -3.120 -6.802 -4.951  0.22
31 H -2.288 -5.420 -5.114  0.21
32 H 1.371 -1.411 -3.412  0.20
33 H 1.478 -0.984 -4.975  0.26
34 H 2.798 -4.185 -6.286  0.31
35 C 0.859 1.120 1.835  -1.92
36 C 1.234 1.037 0.343  2.34
37 C 2.248 2.117 -0.061  -1.50
38 C 1.656 3.522 -0.095  -0.34
39 C 0.422 3.580 -0.991  -1.51
40 C -0.650 2.552 -0.599  1.75
41 N 0.034 1.210 -0.552  0.54
42 O 0.157 0.655 -1.700  -0.65
43 C -1.307 2.922 0.727  -1.45
44 C -1.738 2.482 -1.665  -2.02
45 C 1.802 -0.351 0.076  -2.01
46 H 1.142 2.072 2.285  0.27
47 H -0.206 0.972 1.992  0.33
48 H 1.378 0.331 2.379  0.52
49 H 2.631 1.864 -1.055  0.39
50 H 3.092 2.068 0.633  0.37
51 H 1.411 3.859 0.916  0.24
52 H 2.408 4.217 -0.472  0.41
53 H -0.031 4.575 -0.963  0.40
54 H 0.717 3.384 -2.026  0.42
55 H -1.975 2.132 1.075  0.45
56 H -1.915 3.814 0.570  0.55
57 H -0.594 3.147 1.516  -0.06
58 H -1.322 2.295 -2.650  0.45
59 H -2.274 3.433 -1.674  0.41
60 H -2.449 1.687 -1.435  0.43
61 H 1.060 -1.120 0.294  0.49
62 H 2.668 -0.506 0.723  0.44
63 H 2.116 -0.461 -0.958  0.30
64 C -3.014 3.066 6.469  -1.93
65 C -2.756 3.193 4.958  2.14
66 C -1.850 4.389 4.620  -0.83
67 C -2.528 5.742 4.792  -0.59
68 C -3.821 5.808 3.987  -1.17
69 C -4.796 4.672 4.331  1.49
70 N -4.038 3.379 4.190  0.50
71 O -4.016 2.909 3.005  -0.61
72 C -5.380 4.856 5.731  -1.71
73 C -5.951 4.644 3.336  -1.84
74 C -2.097 1.908 4.466  -1.78
75 H -2.758 3.974 7.015  0.33
76 H -4.052 2.821 6.680  0.31
77 H -2.404 2.258 6.871  0.50
78 H -1.529 4.280 3.579  -0.23
79 H -0.953 4.322 5.244  0.45
80 H -2.721 5.948 5.848  0.33
81 H -1.850 6.527 4.450  0.42
82 H -4.333 6.761 4.152  0.41
83 H -3.589 5.745 2.920  0.30
84 H -5.973 3.988 6.020  0.35
85 H -6.041 5.723 5.706  0.44
86 H -4.631 5.036 6.497  0.33
87 H -5.595 4.589 2.312  0.37
88 H -6.540 5.554 3.463  0.42
89 H -6.595 3.784 3.520  0.45
90 H -2.758 1.053 4.616  0.50
91 H -1.186 1.750 5.047  0.50
92 H -1.844 1.965 3.411  0.14

No. 7
DFT (ωB97M-V/def2-TZVPD) results for a 2-piece molecular cluster, C2H5OP overall.

**ΔE to the lowest compared entry with this formula, charge and spin**: 81.37 kcal per mole
**HOMO-LUMO gap (alpha / beta)**: 7.0 / 8.5 eV
**Largest force on an atom**: 3.88 eV/A
**Net charge**: 0

Last column: natural (NBO) charge in e.
Cartesian coordinates (Å):
1 C -0.369 -0.613 -0.306  0.57
2 C -1.742 -0.166 0.092  -0.75
3 O 0.178 -1.501 -0.848  -0.47
4 P 2.548 0.556 -0.360  0.03
5 H 2.518 0.021 0.977  -0.05
6 H -2.683 -0.916 0.098  0.23
7 H -1.913 0.492 -0.744  0.26
8 H -1.672 0.288 1.018  0.24
9 H 3.135 1.840 0.073  -0.05

No. 8
DFT (ωB97M-V/def2-TZVPD) results for one molecule with the formula C5H4O2.

**ΔE to the lowest compared entry with this formula, charge and spin**: 106.39 kcal per mole
**HOMO-LUMO gap**: 7.9 eV
**SMILES**: CC1=C(C=C=O)O1
**Largest force on an atom**: 4.51 eV/A
**Net charge**: 0

Last column: natural (NBO) charge in e.
Cartesian coordinates (Å):
1 C -0.741 0.047 -1.699  -0.60
2 C 0.528 0.015 0.666  0.27
3 C -1.181 -0.957 -2.424  0.76
4 C -0.029 -0.081 -0.453  0.21
5 C 0.802 0.579 1.967  -0.67
6 O -1.575 -1.704 -3.213  -0.41
7 O 0.954 -1.162 0.035  -0.55
8 H -1.115 0.989 -1.823  0.28
9 H 1.494 1.464 2.042  0.24
10 H -0.253 0.937 2.280  0.24
11 H 1.116 -0.129 2.622  0.24